Entry 1:
This record from OMol25 describes C58H64AsBF4N2O5PdSi as an isolated structure at a distorted geometry. The level of theory is ωB97M-V with the def2-TZVPD basis set.

Geometry as XYZ:
```
137
Properties=species:S:1:pos:R:3:mulliken_charge:R:1
Pd -0.389 -0.097 -0.269 0.785
As -1.579 2.233 -0.302 1.187
Si -0.798 -0.818 -2.423 -0.490
F -4.403 -2.174 -0.521 -0.266
F -2.979 -0.329 -0.376 -0.065
F -4.994 -0.304 0.791 -0.360
F -4.998 -0.159 -1.538 -0.336
O 0.013 -0.089 1.737 1.247
O 2.897 2.001 2.692 -0.285
O 3.034 2.893 0.616 -0.238
O 1.824 -0.489 -0.152 -1.804
O -0.639 -2.564 -0.006 -0.463
N -0.664 -4.824 -0.020 0.675
N -1.940 -3.657 1.553 0.557
C -3.213 -0.151 -3.764 -0.445
C -5.839 4.569 0.434 -0.859
C 5.134 1.099 -0.667 -0.118
C -0.716 3.968 -0.522 -1.251
C -1.958 -3.343 -2.798 0.173
C 2.618 0.607 -0.355 1.846
C -1.885 0.212 -3.529 1.021
C 2.081 2.383 -3.687 -0.795
C 1.732 1.561 1.997 -1.033
C 1.474 -2.221 2.493 -0.316
C -5.049 3.503 0.023 -0.072
C 2.055 -0.972 2.699 0.053
C 0.435 -4.864 -0.973 -1.092
C 3.381 -0.929 3.140 0.718
C 2.230 2.230 -2.334 -0.068
C -0.932 -2.487 -3.208 1.002
C -1.405 1.398 -4.096 0.138
C 3.405 3.108 1.990 1.398
C -5.660 5.830 -0.125 -0.476
C 6.463 0.699 -0.599 -0.846
C 4.440 -1.019 0.239 0.030
C 3.494 -3.344 3.191 -1.108
C -1.852 -6.092 1.692 -0.709
C 2.181 -3.393 2.727 -0.248
C 0.569 0.602 3.961 0.535
C 2.451 0.064 -4.137 -0.588
C -0.052 -2.908 -4.204 -0.398
C -2.277 2.443 1.488 -1.395
C -0.502 1.181 6.499 -0.668
C 1.113 0.242 2.522 1.264
C -1.100 -3.611 0.484 -0.426
C -4.039 0.662 -4.529 -0.654
C 4.899 3.127 2.157 -1.698
C 2.154 1.291 -4.605 -0.625
C -4.056 3.679 -0.942 -0.009
C -2.293 -2.464 2.320 -0.769
C -1.215 -5.006 -4.376 -0.855
C -4.687 6.014 -1.101 -0.774
C 4.090 -2.106 3.386 -0.916
C 2.704 -0.161 -2.717 0.310
C -3.534 1.812 -5.127 -0.721
C -0.189 -4.163 -4.786 -0.484
C -1.293 -6.100 0.290 -0.624
C 5.773 -1.412 0.320 -0.798
C 2.493 0.965 -1.815 0.044
C -2.707 -4.855 1.867 -0.776
C -3.214 2.515 -1.372 0.608
C -3.891 4.946 -1.500 -0.270
C 2.770 4.405 2.466 -1.722
C 0.864 0.993 6.337 -1.054
C 4.113 0.247 -0.223 0.213
C -1.330 1.102 5.387 -1.178
C -0.797 0.807 4.132 0.189
C 6.787 -0.555 -0.092 -0.759
C 1.395 0.716 5.082 -0.261
C -2.209 2.176 -4.922 -0.592
C -2.103 -4.591 -3.391 -0.748
C 2.118 1.794 0.524 0.172
B -4.386 -0.757 -0.402 0.218
H -2.651 -3.033 -2.013 0.219
H 2.543 -0.780 -4.816 0.531
H 1.887 3.379 -4.079 0.445
H 0.130 -5.330 -1.913 0.336
H -2.022 -2.629 3.366 0.491
H 0.745 -2.247 -4.551 0.230
H -3.043 -4.772 2.897 0.425
H 4.044 -4.257 3.398 0.399
H 0.935 2.283 2.181 0.755
H 0.771 -3.853 -1.172 0.058
H 5.316 2.155 1.890 0.312
H 1.523 1.049 7.198 0.438
H -0.301 4.046 -1.528 0.230
H 2.978 4.541 3.530 0.392
H -1.319 -5.988 -4.824 0.368
H -0.539 -6.878 0.190 0.411
H 6.014 -2.398 0.701 0.513
H 4.893 2.082 -1.058 0.365
H -2.401 1.263 5.489 0.451
H 5.140 3.343 3.202 0.421
H -4.554 6.989 -1.559 0.385
H 1.232 2.144 0.009 -1.040
H -2.894 2.619 -2.404 -0.133
H 5.336 3.898 1.517 0.351
H 2.465 0.592 4.982 0.364
H 7.824 -0.864 -0.026 0.408
H 0.091 4.084 0.203 0.172
H -4.175 2.430 -5.744 0.396
H -6.601 4.413 1.193 0.423
H -0.388 1.716 -3.892 -0.090
H -3.598 -4.902 1.230 0.299
H 0.498 -4.479 -5.561 0.451
H -2.906 -5.244 -3.073 0.502
H -0.916 1.385 7.482 0.394
H 3.637 -1.692 0.530 0.065
H -2.437 -6.993 1.877 0.391
H 2.141 -1.016 -2.317 -0.345
H 2.164 3.092 -1.678 0.746
H -1.449 4.755 -0.375 0.703
H -1.810 3.074 -5.387 0.422
H 3.878 0.020 3.286 0.327
H 1.266 -5.438 -0.552 0.437
H -1.470 2.323 2.204 0.098
H -6.278 6.661 0.194 0.380
H 3.178 5.251 1.902 0.406
H -3.621 -1.060 -3.330 0.182
H -1.447 0.712 3.276 -0.024
H -3.356 -2.260 2.253 0.617
H -1.025 -6.057 2.407 0.271
H -3.018 1.660 1.650 0.258
H -5.211 2.512 0.440 0.512
H 7.246 1.370 -0.938 0.418
H -3.141 5.095 -2.272 0.430
H 3.753 -0.475 -2.594 0.515
H 1.972 1.454 -5.659 0.457
H 1.703 -4.355 2.550 0.428
H -5.083 0.397 -4.654 0.454
H -2.086 -6.318 -0.435 0.232
H -2.738 3.420 1.605 0.661
H 5.123 -2.044 3.725 0.459
H 0.457 -2.255 2.122 -0.487
H -3.771 1.583 -1.286 -0.113
H 1.687 4.376 2.322 0.258
H -1.741 -1.616 1.961 -0.708
```

The spin multiplicity is 1. The lowest unoccupied orbital energy (spin up / spin down) is -2.70 / -2.70 eV. The HOMO energy (spin up / spin down) comes out at -7.53 / -7.53 eV. The value obtained for the HOMO-LUMO gap (spin up / spin down) is 4.83 / 4.83 eV.

Entry 2:
This record from OMol25 describes C51H49AuO5S2Sb as an isolated structure. The level of theory is ωB97M-V with the def2-TZVPD basis set.

Geometry as XYZ:
```
109
Properties=species:S:1:pos:R:3:mulliken_charge:R:1
Au 0.416 0.741 0.763 1.993
Sb 3.266 -1.222 0.731 1.785
S 0.131 1.821 3.498 0.813
S 2.743 1.037 0.716 -0.739
O 0.190 1.404 -1.061 -0.214
O -1.516 0.578 0.988 -0.459
O 0.442 0.463 2.838 -0.857
O -3.907 0.175 -1.697 -0.445
O -2.163 1.108 -2.807 -0.303
C -0.751 -1.354 -1.379 0.586
C 1.291 1.887 4.851 -1.285
C -1.379 1.503 4.388 -0.841
C 0.346 4.019 0.202 -0.235
C -3.419 0.490 -3.013 1.142
C -1.865 4.548 1.770 -0.921
C 0.847 3.352 -4.518 -0.826
C -0.287 -2.473 -2.056 -0.827
C -2.508 -2.657 -0.437 -0.490
C 2.160 -2.454 2.011 0.159
C 0.155 -3.733 2.326 -0.610
C -2.887 -1.192 2.487 -0.219
C -0.696 5.078 -3.905 -1.092
C 2.679 -2.957 3.200 -0.710
C -2.249 1.785 -1.566 -1.348
C -3.729 -1.684 3.471 -0.950
C 2.890 -1.657 -3.561 -0.793
C -3.109 0.814 -0.719 -0.635
C 0.429 4.958 1.214 -0.903
C 1.938 -3.870 3.936 -0.799
C -3.403 -0.694 1.292 -1.711
C -1.860 -1.424 -0.535 1.663
C 0.896 -2.835 1.572 0.063
C 2.986 -1.998 -1.190 0.760
C 2.800 -3.886 -2.652 -0.641
C -0.847 2.358 -1.226 1.999
C -1.031 4.367 -2.763 -0.145
C -0.926 -3.695 -1.925 -0.871
C 5.345 -1.243 1.017 1.027
C 8.105 -1.074 1.200 -0.517
C 7.396 -1.841 2.111 -0.704
C 2.888 -3.373 -1.367 -0.653
C -5.623 -1.185 2.093 -0.997
C -2.051 -3.776 -1.119 -1.550
C 0.249 4.573 -4.785 -0.614
C -4.390 1.452 -3.683 -1.856
C -0.436 3.140 -2.494 0.045
C 6.014 -1.931 2.022 -0.348
C -3.234 -0.784 -3.806 -1.378
C 2.988 -1.135 -2.279 -0.500
C -0.686 5.238 1.995 -0.684
C 6.058 -0.481 0.095 -0.699
C 0.682 -4.261 3.494 -0.782
C -4.779 -0.687 1.106 0.362
C -0.845 3.335 -0.049 0.000
C 2.800 -3.030 -3.744 -0.623
C -1.941 3.597 0.759 0.204
C 0.503 2.634 -3.382 -0.651
C -5.104 -1.684 3.275 -0.785
C -2.419 -0.202 0.221 1.939
C 7.438 -0.399 0.189 -0.737
H 2.732 -4.955 -2.800 0.458
H -5.765 -2.075 4.037 0.406
H 7.917 -2.373 2.895 0.412
H -0.637 5.998 2.763 0.439
H 0.476 -2.449 0.650 0.487
H 0.568 -2.372 -2.713 0.451
H 2.885 -0.993 -4.414 0.468
H 1.206 3.820 -0.425 0.537
H -0.268 -0.409 -1.570 -0.745
H -1.815 -1.193 2.640 0.840
H 2.882 -4.047 -0.518 0.469
H 3.641 -2.635 3.576 0.361
H 5.547 0.052 -0.699 0.300
H -2.583 -4.713 -1.018 0.418
H 0.959 1.675 -3.186 0.418
H 2.341 -4.269 4.856 0.420
H -1.680 2.422 4.889 0.534
H -3.766 1.406 -0.075 1.704
H -4.193 -1.291 -3.904 0.365
H 0.112 -4.982 4.064 0.440
H -0.832 -4.017 1.989 0.522
H -3.978 1.790 -4.633 0.378
H 1.339 0.897 5.301 0.392
H -1.172 6.029 -4.104 0.465
H -5.205 -0.324 0.181 0.547
H -6.693 -1.184 1.928 0.468
H 0.949 2.629 5.570 0.449
H -4.576 2.320 -3.052 0.362
H -5.341 0.954 -3.864 0.425
H -1.221 0.695 5.100 0.418
H 0.514 5.128 -5.676 0.414
H -2.858 -0.546 -4.801 0.361
H -2.741 4.759 2.368 0.535
H -3.312 -2.070 4.392 0.483
H -1.757 4.782 -2.074 0.370
H 2.259 2.172 4.448 0.376
H 1.582 2.949 -5.203 0.459
H 7.991 0.192 -0.528 0.409
H -2.118 1.219 3.640 -0.075
H 2.732 -3.435 -4.744 0.412
H 1.357 5.489 1.379 0.490
H 9.181 -1.003 1.278 0.408
H -0.568 -4.565 -2.460 0.445
H 3.053 -0.062 -2.131 0.354
H 5.484 -2.550 2.732 0.186
H -2.872 3.068 0.614 0.032
H -2.531 -1.445 -3.307 0.192
H -3.389 -2.759 0.179 0.527
H -2.867 2.689 -1.686 0.424
```

The total charge is +1. The spin multiplicity is 1. The lowest unoccupied orbital energy is -3.33 eV. The HOMO energy comes out at -10.64 eV. The value obtained for the HOMO-LUMO gap is 7.31 eV. The energy above the lowest of the compared OMol25 structures with the same formula, charge and spin comes out at 0.000 eV.

| no. | calculated total energy (Eh) |
| --- | --- |
| 1 | -5811.84789 |
| 2 | -3521.03194 |